(1)
This record from the Open Molecules 2025 dataset describes a cluster of 3 separate species, C6H15NO2 in total. The level of theory is ωB97M-V with the def2-TZVPD basis set.

Geometry (Å):
C: 0.36 -1.84 0.81
N: 0.06 0.89 1.57
C: 0.71 0.57 0.39
C: 0.86 -0.70 -0.04
C: 1.64 -1.05 -1.27
C: 0.55 2.69 -0.89
C: 1.28 1.74 -0.35
H: -0.65 -1.71 1.19
H: 1.02 -2.00 1.67
H: 0.36 -2.76 0.25
H: -0.18 1.87 1.68
H: -0.68 0.27 1.85
H: 2.50 -1.67 -1.02
H: 1.05 -1.64 -1.98
H: 2.01 -0.19 -1.81
H: 0.97 3.54 -1.40
H: -0.52 2.66 -0.84
H: 2.35 1.81 -0.41
H: -1.86 -1.47 -1.29
H: -1.02 -0.26 -0.94
O: -1.94 -0.54 -1.07
H: -3.55 0.31 1.66
H: -2.59 -0.33 0.65
O: -2.75 -0.20 1.61

calculated total energy: -12049.8192 eV
HOMO level: -7.768 eV
E_LUMO: 0.74 eV
net charge: 0
SMILES string: C=CC(N)=C(C)C.O.O
2S+1: 1
HOMO-LUMO gap: 8.51 eV
ΔE to the lowest compared entry with this formula, charge and spin: 1.5921 eV

Mulliken population analysis, charges in e, atoms 1 to 2: C -1.315; N -0.441



(2)
This record from the Open Molecules 2025 dataset describes the ion C6H15NOP with charge +1 in a non-equilibrium geometry. The level of theory is ωB97M-V with the def2-TZVPD basis set.

Geometry (Å):
C: -0.85 1.69 -0.20
C: 1.17 0.66 -0.91
C: -1.62 -0.37 0.85
C: 0.99 -0.80 -0.50
C: -0.72 0.93 -2.47
C: 0.84 -0.47 2.47
N: -0.10 1.28 -1.21
O: -0.10 -2.66 1.12
P: -0.04 -1.07 1.00
H: -1.84 2.05 -0.40
H: -0.36 2.06 0.69
H: 1.65 1.22 -0.11
H: 1.80 0.71 -1.80
H: -2.10 -0.08 1.77
H: -2.27 -0.80 0.11
H: 0.52 -1.37 -1.31
H: 1.98 -1.24 -0.32
H: 0.03 0.92 -3.25
H: -1.19 -0.06 -2.42
H: -1.49 1.66 -2.72
H: 1.89 -0.75 2.44
H: 0.37 -0.93 3.34
H: 0.76 0.61 2.56
H: 0.69 -3.19 1.25

calculated total energy: -19284.8530 eV
HOMO level: -12.136 eV
E_LUMO: -3.21 eV
net charge: +1
SMILES string: C=[N+](C)CC[P@](=C)(C)O
2S+1: 1
HOMO-LUMO gap: 8.93 eV
ΔE to the lowest compared entry with this formula, charge and spin: 1.6234 eV

Mulliken population analysis, charges in e, atoms 1 to 2: C -0.388; C -1.025



(3)
This record from the Open Molecules 2025 dataset describes the molecule C6H15NS in a non-equilibrium geometry. The level of theory is ωB97M-V with the def2-TZVPD basis set.

Geometry (Å):
C: -0.86 0.53 0.31
N: -0.25 -0.79 0.34
C: -0.52 -1.58 1.55
C: 0.69 -2.47 1.85
S: 0.23 -3.46 3.29
C: -0.86 1.05 -1.12
C: 0.53 2.81 -2.36
C: 0.52 1.46 -1.63
H: -1.87 0.40 0.60
H: -0.37 1.23 1.00
H: 0.73 -0.83 0.09
H: -0.75 -0.94 2.40
H: -1.41 -2.17 1.30
H: 0.93 -2.94 0.89
H: 1.46 -1.78 2.18
H: 0.91 -4.60 3.14
H: -1.42 1.99 -1.17
H: -1.49 0.39 -1.72
H: 0.31 3.62 -1.66
H: 1.48 3.07 -2.81
H: -0.18 2.80 -3.19
H: 0.88 0.76 -2.40
H: 1.30 1.44 -0.86

calculated total energy: -18789.8988 eV
HOMO level: -8.670 eV
E_LUMO: 0.97 eV
net charge: 0
SMILES string: CCCCNCCS
2S+1: 1
HOMO-LUMO gap: 9.64 eV
ΔE to the lowest compared entry with this formula, charge and spin: 0.6908 eV

Mulliken population analysis, charges in e, atoms 1 to 2: C -0.715; N -0.275



(4)
This record from the Open Molecules 2025 dataset describes a structure of composition C6H15NS in a non-equilibrium geometry. The level of theory is ωB97M-V with the def2-TZVPD basis set.

Geometry (Å):
C: 1.72 0.89 1.44
C: 2.24 0.38 0.06
S: 1.98 1.49 -1.43
C: 0.13 1.17 1.59
N: -0.59 -0.06 1.38
C: -2.27 -1.56 0.43
C: -1.47 -0.14 0.28
C: -0.82 -0.27 -1.13
H: 2.15 1.87 1.61
H: 1.97 0.25 2.23
H: 3.31 0.34 0.07
H: 1.81 -0.60 -0.09
H: 0.99 -0.65 -3.34
H: -0.01 2.06 0.87
H: 0.01 1.28 2.73
H: 0.23 -0.62 -3.50
H: -2.38 -1.81 1.50
H: -1.60 -2.35 0.07
H: -3.18 -1.56 -0.28
H: -2.32 0.57 0.23
H: 0.25 -0.40 -1.10
H: -1.20 -0.92 -1.85
H: -0.92 0.65 -1.80

calculated total energy: -18776.3969 eV
HOMO level (spin up / spin down): -13.217 / -12.796 eV
E_LUMO (spin up / spin down): -8.07 / -8.10 eV
net charge: +1
2S+1: 2
HOMO-LUMO gap (spin up / spin down): 5.15 / 4.70 eV
⟨S²⟩: 0.81
ΔE to the lowest compared entry with this formula, charge and spin: 5.6589 eV

Mulliken population analysis, charges in e, atoms 1 to 2: C -0.626; C -0.807



(5)
This record from the Open Molecules 2025 dataset describes a cluster of 3 separate species, C6H15NSi in total in a non-equilibrium geometry. The level of theory is ωB97M-V with the def2-TZVPD basis set.

Geometry (Å):
C: -0.19 -2.83 -0.84
C: -0.82 -1.96 -0.07
C: 1.35 1.85 -1.10
C: -0.72 0.92 -2.32
C: 0.55 0.97 2.74
C: 0.52 0.53 -1.45
N: -0.07 0.06 1.82
Si: -0.03 -0.20 0.21
H: -0.76 -3.74 -1.19
H: 0.80 -2.76 -0.99
H: -1.94 -2.03 0.12
H: 1.86 1.95 -0.12
H: 1.92 2.11 -1.98
H: 0.59 2.68 -0.83
H: -1.17 -0.08 -2.63
H: -0.39 1.44 -3.27
H: -1.30 1.55 -1.78
H: 1.61 0.67 2.84
H: 0.28 2.03 2.70
H: 0.09 0.87 3.74
H: 1.19 0.02 -2.24
H: -0.03 -2.12 -3.14
H: -0.02 -1.45 -3.69

calculated total energy: -15828.4103 eV
HOMO level: -8.540 eV
E_LUMO: 0.40 eV
net charge: 0
2S+1: 1
HOMO-LUMO gap: 8.94 eV
ΔE to the lowest compared entry with this formula, charge and spin: 4.3823 eV

Mulliken population analysis, charges in e, atoms 1 to 2: C -1.009; C -0.119



(6)
This record from the Open Molecules 2025 dataset describes a cluster of 2 separate species, C6H15O in total in a non-equilibrium geometry. The level of theory is ωB97M-V with the def2-TZVPD basis set.

Geometry (Å):
C: 0.19 2.53 -0.02
O: -0.19 1.28 0.38
C: 0.08 3.54 1.20
H: -0.48 3.05 -0.83
H: 1.27 2.63 -0.36
H: 0.51 4.49 0.85
H: 0.60 3.15 2.08
H: -0.99 3.71 1.51
C: 0.56 -2.99 0.05
C: 0.12 -1.54 -0.09
C: 0.42 -1.00 -1.52
C: -1.34 -1.33 0.27
H: 0.39 -3.45 1.03
H: 0.15 -3.62 -0.74
H: 1.63 -3.12 -0.11
H: 0.74 -0.93 0.51
H: 0.17 0.11 -1.31
H: -0.21 -1.46 -2.32
H: 1.50 -1.06 -1.72
H: -1.50 -1.85 1.26
H: -1.66 -0.28 0.29
H: -1.98 -1.87 -0.41

calculated total energy: -8512.0338 eV
HOMO level: -2.634 eV
E_LUMO: 3.96 eV
net charge: -1
2S+1: 1
HOMO-LUMO gap: 6.59 eV
ΔE to the lowest compared entry with this formula, charge and spin: 0.5031 eV

Mulliken population analysis, charges in e, atoms 1 to 2: C -0.370; O -0.642



(7)
This record from the Open Molecules 2025 dataset describes a structure of composition C6H15O in a non-equilibrium geometry. The level of theory is ωB97M-V with the def2-TZVPD basis set.

Geometry (Å):
H: 1.40 4.05 5.92
C: 2.24 4.72 5.71
C: 3.44 3.87 5.25
C: 3.10 3.25 3.81
C: 4.11 2.87 6.16
C: 4.62 3.58 7.43
C: 5.21 2.55 8.42
H: 1.90 5.50 5.00
H: 2.55 5.24 6.60
H: 4.22 4.61 4.88
H: 2.10 2.48 3.99
H: 2.72 3.87 2.99
H: 3.84 2.61 3.32
H: 3.35 2.13 6.46
H: 4.94 2.28 5.74
H: 5.33 4.41 7.23
H: 3.75 4.05 7.93
H: 5.55 2.91 9.40
H: 4.43 1.80 8.61
H: 6.05 2.02 7.95
O: 1.39 2.08 4.86
H: 0.68 1.52 4.58

calculated total energy: -8509.5442 eV
HOMO level (spin up / spin down): -9.152 / -10.575 eV
E_LUMO (spin up / spin down): 0.94 / -1.01 eV
net charge: 0
2S+1: 2
HOMO-LUMO gap (spin up / spin down): 10.10 / 9.56 eV
⟨S²⟩: 0.76
ΔE to the lowest compared entry with this formula, charge and spin: 1.5821 eV

Mulliken population analysis, charges in e, atoms 1 to 2: H 0.300; C -1.409



(8)
This record from the Open Molecules 2025 dataset describes a cluster of 2 separate species, C6H15O5P in total in a non-equilibrium geometry. The level of theory is ωB97M-V with the def2-TZVPD basis set.

Geometry (Å):
C: 1.27 -0.63 1.74
C: 1.52 -2.07 2.09
O: 1.00 -3.01 1.60
C: 2.76 -2.40 3.10
H: 0.46 -0.35 2.19
H: 1.29 -0.53 0.65
H: 1.86 0.39 2.16
H: 2.33 -2.60 3.98
H: 3.21 -1.58 3.40
H: 3.40 -3.22 2.78
C: -3.37 1.54 -2.24
O: -2.13 1.92 -1.68
P: -1.16 0.90 -0.93
O: -1.80 0.76 0.36
O: -1.37 -0.50 -1.61
C: -0.38 -1.41 -1.72
O: 0.28 1.44 -0.79
C: 0.48 2.78 -0.66
H: -4.01 1.07 -1.20
H: -3.20 0.62 -2.93
H: -3.82 2.45 -2.80
H: 0.50 -0.93 -2.21
H: -0.79 -2.25 -2.50
H: -0.07 -2.01 -0.87
H: 1.45 3.09 -0.27
H: -0.23 3.52 -0.03
H: 0.54 3.00 -1.61

calculated total energy: -25988.6126 eV
HOMO level: -9.434 eV
E_LUMO: 0.65 eV
net charge: 0
SMILES string: COP(=O)(OC)OC.CC(C)=O
2S+1: 1
HOMO-LUMO gap: 10.09 eV
ΔE to the lowest compared entry with this formula, charge and spin: 5.5016 eV

Mulliken population analysis, charges in e, atoms 1 to 2: C -0.788; C 0.643